This record from the OMol25 dataset describes a single ClFH8Si5 molecule at a distorted geometry. The level of theory is ωB97M-V/def2-TZVPD.

Properties
* 2S+1: 1
* ΔE to the lowest compared entry with this formula, charge and spin: 227.6 kJ/mol
* HOMO: -0.320 Eh
* gap between HOMO and LUMO: 7.70 eV
* charge: 0
* largest force on an atom: 2.75 eV Å⁻¹

Geometry (Å):
Si1 2.441 0.271 -1.393
H1 -0.175 3.618 0.852
Si2 -0.564 2.376 0.065
Si3 -1.066 -1.481 -0.213
H2 -0.791 2.638 -1.442
H3 1.374 -2.738 -1.957
H4 -1.467 0.612 2.321
Cl1 4.063 0.325 0.151
H5 -1.910 -1.814 -1.272
Si4 -1.598 0.520 0.885
H6 -2.968 1.085 1.376
Si5 1.368 -1.737 -0.718
H7 -1.276 -2.428 0.902
H8 1.642 -2.872 0.334
F1 0.926 1.625 0.109

Table of Mulliken atomic charges, one value per atom, all in e:
1. Si 0.293
2. H -0.076
3. Si 0.298
4. Si 0.246
5. H -0.088
6. H -0.063
7. H -0.089
8. Cl -0.291
9. H -0.134
10. Si 0.225
11. H -0.110
12. Si 0.129
13. H -0.085
14. H -0.062
15. F -0.193



This record from the OMol25 dataset describes a single C4H5NO2 molecule at a distorted geometry. The level of theory is ωB97M-V/def2-TZVPD.

Properties
* 2S+1: 1
* ΔE to the lowest compared entry with this formula, charge and spin: 438.0 kJ/mol
* HOMO (alpha / beta): -0.274 / -0.274 Eh
* gap between HOMO and LUMO (alpha / beta): 8.36 / 8.36 eV
* charge: 0
* largest force on an atom: 1.54 eV Å⁻¹

Geometry (Å):
C1 -1.943 -0.288 -0.828
O1 -1.363 -1.206 -1.297
H1 -0.646 0.301 2.080
H2 2.397 0.937 0.920
H3 2.214 -0.853 0.715
H4 -2.812 0.139 -1.268
C2 1.146 0.355 -0.823
N1 0.489 0.244 0.346
H5 1.019 -0.344 -1.628
C3 -0.600 0.238 1.004
O2 -1.793 0.348 0.357
C4 1.893 0.129 0.421

Table of Mulliken atomic charges, one value per atom, all in e:
1. C 0.104
2. O -0.439
3. H 0.388
4. H 0.214
5. H 0.257
6. H 0.384
7. C -0.416
8. N 0.101
9. H 0.213
10. C -0.108
11. O -0.294
12. C -0.404



Question: Which value of charge does entry 2 give?
Answer: 0